1.
The following is a DFT calculation (ωB97M-V with the def2-TZVPD basis set) of C23H54CuN3O6 as an isolated structure at a distorted geometry.

Positions of all 87 atoms, in Å:
Cu: -0.488 -0.523 0.715
C: -0.575 -0.110 -2.316
C: 0.693 0.644 -2.615
C: 0.363 1.676 -3.707
C: 1.344 2.820 -3.856
C: 1.447 3.479 -2.479
C: 1.985 2.490 -1.446
N: 1.125 1.327 -1.413
O: 1.356 0.464 -0.320
C: 2.009 3.250 -0.123
C: 3.460 2.153 -1.779
C: 1.746 -0.338 -3.139
H: -1.049 -0.457 -3.243
H: -1.330 0.551 -1.886
H: -0.388 -0.970 -1.673
H: -0.686 1.978 -3.619
H: 0.316 1.104 -4.651
H: 0.869 3.546 -4.526
H: 2.304 2.510 -4.264
H: 0.415 3.746 -2.235
H: 2.072 4.372 -2.554
H: 2.335 2.610 0.690
H: 1.036 3.707 0.104
H: 2.706 4.091 -0.185
H: 3.491 1.576 -2.699
H: 3.944 1.563 -1.003
H: 4.005 3.085 -1.954
H: 1.265 -1.080 -3.789
H: 2.213 -0.924 -2.351
H: 2.547 0.151 -3.692
C: -3.367 -2.455 -2.570
C: -3.425 -2.348 -1.071
O: -2.638 -1.200 -0.694
H: -3.831 -1.543 -2.965
H: -3.901 -3.315 -2.972
H: -2.356 -2.388 -2.970
H: -3.040 -3.226 -0.545
H: -4.445 -2.145 -0.731
H: -3.096 -0.705 0.004
C: -2.110 -1.584 3.479
O: -1.292 -1.979 2.416
C: -0.230 -2.826 2.792
C: 0.377 -3.380 1.528
N: 1.016 -2.343 0.728
C: 1.866 -2.840 -0.347
C: 3.165 -3.475 0.122
O: 3.810 -2.717 1.126
C: 4.120 -1.405 0.708
H: -2.851 -2.333 3.784
H: -2.579 -0.631 3.241
H: -1.515 -1.379 4.383
H: -0.679 -3.707 3.277
H: 0.530 -2.401 3.451
H: -0.394 -3.901 0.956
H: 1.090 -4.161 1.843
H: 1.578 -1.757 1.338
H: 2.116 -1.934 -0.902
H: 1.326 -3.489 -1.036
H: 3.830 -3.572 -0.748
H: 3.007 -4.450 0.583
H: 4.752 -1.419 -0.201
H: 4.714 -0.875 1.450
H: 3.262 -0.780 0.417
C: 1.893 0.158 3.357
O: 0.537 0.498 3.307
C: 0.380 1.822 2.887
C: -1.043 2.067 2.412
N: -1.194 1.617 1.042
C: -2.416 2.080 0.375
C: -3.683 1.742 1.130
O: -3.884 0.324 1.152
C: -5.225 -0.065 1.460
H: 2.408 0.749 4.127
H: 2.366 0.224 2.373
H: 2.008 -0.874 3.705
H: 1.045 2.163 2.101
H: 0.549 2.528 3.722
H: -1.252 3.155 2.445
H: -1.789 1.639 3.081
H: -0.398 1.770 0.416
H: -2.480 1.635 -0.618
H: -2.338 3.173 0.270
H: -4.506 2.183 0.553
H: -3.668 2.072 2.170
H: -5.809 -0.166 0.544
H: -5.698 0.676 2.111
H: -5.141 -1.001 2.009

Summary:
Orbital gap ... 5.93 eV
ΔE to the lowest compared entry with this formula, charge and spin ... 0.00 kcal per mole

2.
The following is a DFT calculation (ωB97M-V with the def2-TZVPD basis set) of C28H27AuN5S2 as an isolated structure.

Positions of all 63 atoms, in Å:
Au: 0.818 1.895 0.270
C: 0.888 4.952 0.970
N: 0.701 4.131 -0.253
C: -0.659 4.300 -0.820
C: -1.705 3.514 -0.046
N: -1.474 2.047 -0.087
C: -1.758 1.490 -1.420
C: -2.201 1.394 0.989
C: -3.443 0.812 0.779
C: -4.126 0.224 1.834
C: -3.567 0.222 3.101
C: -2.322 0.796 3.313
C: -1.627 1.392 2.264
S: -0.052 2.121 2.581
C: 1.764 4.463 -1.198
C: 1.730 5.678 -1.868
C: 2.771 6.047 -2.704
C: 3.865 5.206 -2.852
C: 3.907 3.997 -2.181
C: 2.848 3.601 -1.361
S: 2.923 1.990 -0.654
H: 0.844 6.011 0.706
H: 1.864 4.728 1.395
H: 0.123 4.713 1.702
H: -0.622 3.995 -1.865
H: -0.945 5.357 -0.799
H: -2.698 3.735 -0.453
H: -1.703 3.811 1.003
H: -2.756 1.766 -1.770
H: -1.679 0.405 -1.379
H: -1.028 1.865 -2.136
H: -3.890 0.808 -0.205
H: -5.092 -0.231 1.660
H: -4.091 -0.237 3.928
H: -1.876 0.781 4.299
H: 0.891 6.350 -1.731
H: 2.733 6.993 -3.225
H: 4.689 5.491 -3.492
H: 4.756 3.337 -2.297
N: 0.413 -5.433 1.213
C: 0.342 -6.714 0.707
C: 0.260 -7.963 1.318
C: 0.201 -9.053 0.476
C: 0.222 -8.911 -0.924
C: 0.304 -7.673 -1.520
C: 0.367 -6.555 -0.684
N: 0.462 -5.215 -1.007
C: 0.488 -4.590 0.136
C: 0.582 -3.133 0.244
C: 0.449 -2.446 1.445
C: 0.544 -1.067 1.454
N: 0.761 -0.366 0.340
C: 0.903 -1.020 -0.822
C: 0.816 -2.390 -0.914
H: 0.469 -5.184 2.184
H: 0.243 -8.078 2.394
H: 0.136 -10.045 0.902
H: 0.172 -9.799 -1.539
H: 0.322 -7.556 -2.595
H: 0.262 -2.955 2.380
H: 0.450 -0.498 2.368
H: 1.104 -0.412 -1.695
H: 0.929 -2.895 -1.862

Summary:
<S²> ... 2.0160
Total charge ... +1
Orbital gap (alpha / beta) ... 7.78 / 5.14 eV
ΔE to the lowest compared entry with this formula, charge and spin ... 0.71 kcal per mole
Spin multiplicity ... 3

3.
The following is a DFT calculation (ωB97M-V with the def2-TZVPD basis set) of a 2-piece molecular cluster, C2H5NO2S overall at a distorted geometry.

Positions of all 11 atoms, in Å:
C: -1.336 -0.974 -0.676
C: -1.717 -0.930 0.671
N: 1.199 1.501 -0.209
O: 2.587 -0.694 -0.092
O: 2.293 2.221 0.304
S: 1.396 -0.016 -0.593
H: -1.979 -0.512 -1.533
H: -0.577 -1.573 -1.032
H: -1.183 -1.500 1.382
H: -2.616 -0.631 1.078
H: 1.933 3.108 0.701

Summary:
<S²> ... 2.0085
Orbital gap (alpha / beta) ... 7.73 / 6.90 eV
ΔE to the lowest compared entry with this formula, charge and spin ... 65.63 kcal per mole
Spin multiplicity ... 3

4.
The following is a DFT calculation (ωB97M-V with the def2-TZVPD basis set) of a 3-piece molecular cluster, C3H10O3S overall at a distorted geometry.

Positions of all 17 atoms, in Å:
O: -1.242 -0.583 1.408
C: -0.485 -0.100 0.618
C: -0.580 -0.278 -0.876
C: 0.278 -1.408 -1.386
S: 0.204 -1.357 -3.272
H: 0.364 0.532 0.958
H: -0.287 0.671 -1.331
H: -1.618 -0.384 -1.156
H: 1.336 -1.235 -1.227
H: -0.133 -2.388 -1.153
H: 1.191 -2.243 -3.419
O: 2.946 -3.393 1.191
H: 2.011 -3.165 1.149
H: 3.067 -3.538 2.137
O: -2.126 6.012 1.920
H: -1.967 6.969 2.034
H: -2.960 5.888 2.406

Summary:
Orbital gap ... 9.90 eV
ΔE to the lowest compared entry with this formula, charge and spin ... 17.08 kcal per mole
SMILES ... O=CCCS.O.O

5.
The following is a DFT calculation (ωB97M-V with the def2-TZVPD basis set) of a 2-piece molecular cluster, C4H8ClOP overall at a distorted geometry.

Positions of all 15 atoms, in Å:
C: 0.639 1.920 -0.426
C: 0.459 0.666 -0.066
C: 1.086 -0.588 -0.295
C: -1.967 -0.924 1.104
O: -1.689 2.781 1.377
P: -0.838 0.549 1.228
Cl: 0.098 0.363 2.926
H: 0.010 2.590 0.068
H: 1.276 2.354 -1.202
H: 0.608 -1.362 -0.836
H: 2.049 -0.424 -0.817
H: 1.325 -1.124 0.703
H: -2.728 -0.475 0.403
H: -1.428 -1.744 0.692
H: -2.314 -1.027 2.139

Summary:
Orbital gap (alpha / beta) ... 8.42 / 8.48 eV
ΔE to the lowest compared entry with this formula, charge and spin ... 141.70 kcal per mole

6.
The following is a DFT calculation (ωB97M-V with the def2-TZVPD basis set) of a 2-piece molecular cluster, C7H10BrNO6 overall at a distorted geometry.

Positions of all 25 atoms, in Å:
C: 2.372 -0.803 -2.403
C: 3.009 -0.211 -1.132
O: 4.078 -0.171 -0.696
O: 1.919 0.231 -0.351
N: 2.042 0.914 0.923
O: 3.003 0.584 1.655
C: 1.088 1.745 1.184
C: 0.885 2.299 2.555
Br: -0.309 1.902 -0.022
H: 1.497 -1.318 -2.040
H: 2.045 -0.021 -3.125
H: 3.115 -1.491 -2.924
H: 1.060 1.404 3.136
H: 1.642 3.055 2.649
H: -0.016 2.712 2.922
C: -4.011 -0.852 -1.333
C: -2.822 -1.357 -0.558
O: -2.198 -2.339 -0.885
O: -2.539 -0.758 0.598
C: -1.367 -1.105 1.286
O: -0.967 -0.437 2.150
H: -3.700 0.199 -1.841
H: -4.788 -0.529 -0.628
H: -4.236 -1.575 -2.046
H: -0.802 -2.078 0.927

Summary:
Orbital gap ... 9.02 eV
ΔE to the lowest compared entry with this formula, charge and spin ... 10.74 kcal per mole
SMILES ... CC(=O)O/[N+]([O-])=C(/C)Br.CC(=O)OC=O

E_tot in eV, matching the order above: -86117.4708; -62281.8547; -18568.3734; -20250.0257; -28131.3776; -91234.1269